Below is a 4-piece molecular cluster, C28H35B2BrF24NO10 overall in a non-equilibrium geometry, with properties calculated with ωB97M-V/def2-TZVPD.

Geometry (Å):
C 0.9942 0.1284 7.2375
C 0.5952 0.4791 6.1719
C 0.0118 0.8449 4.8636
O -0.8999 1.8856 5.0324
B -2.2274 1.2701 5.4155
Br -3.7705 1.9774 4.1911
B -2.6787 1.8504 6.9575
O -2.5818 3.2311 7.1974
O -3.1597 1.0879 8.0386
C -2.2148 1.0375 9.1025
C -2.6259 1.9038 10.2802
O -1.9808 -0.1699 5.2396
C -0.9178 -0.3329 4.3510
C -1.2096 -0.0561 2.8680
C -2.3705 -0.8611 2.3104
O -2.3880 -0.7991 0.8701
C -2.9802 0.2550 0.2907
C -2.5017 0.4730 -1.1226
O -3.8203 0.9419 0.7988
C -0.2818 -1.7209 4.4895
C 1.1462 -1.8343 3.9422
O 1.1577 -2.7769 2.8489
C 2.1907 -2.2381 5.0027
N 3.3961 -1.3986 5.0488
H 1.3005 -0.3065 8.1644
H 0.7976 1.0979 4.1473
H -1.6766 3.5275 7.0723
H -2.0907 -0.0083 9.3861
H -1.2410 1.3892 8.7458
H -3.6969 1.8559 10.4589
H -2.0694 1.5924 11.1677
H -2.3563 2.9423 10.0939
H -0.3209 -0.3572 2.3047
H -1.3677 1.0039 2.6706
H -3.3168 -0.5894 2.7704
H -2.2049 -1.9133 2.5332
H -3.3566 0.8663 -1.6671
H -2.1900 -0.4707 -1.5603
H -1.7201 1.2250 -1.1565
H -0.3389 -2.0589 5.5226
H -0.8821 -2.4297 3.9213
H 1.4917 -0.8957 3.5097
H 1.7429 -3.5042 3.0681
H 1.7580 -2.1857 5.9965
H 2.5025 -3.2747 4.8449
H 3.6962 -1.2034 4.0997
H 3.1275 -0.5008 5.4381
C -0.9130 4.9342 -4.2169
C -1.1956 3.4641 -3.8644
C -2.3380 2.7565 -4.5964
F -3.5253 3.3378 -4.3475
F -2.4020 1.4759 -4.1643
F -1.3602 3.3424 -2.5339
F -0.0690 2.7649 -4.1973
O -1.4346 5.9130 -3.3353
C -2.6927 6.4260 -3.4867
C -3.5828 6.1142 -2.2791
F -3.6956 4.7871 -2.1111
F -4.8141 6.6257 -2.5109
F -3.2648 6.0360 -4.6413
F -2.5690 7.7733 -3.5442
H 0.1652 5.0386 -4.1089
H -1.1383 5.1663 -5.2514
H -2.1623 2.7527 -5.6756
H -3.1647 6.5599 -1.3747
C 3.8901 -6.3251 -0.3684
C 3.6350 -7.5411 -1.2720
C 2.2005 -7.7950 -1.7408
F 1.3836 -8.0502 -0.7027
F 2.1980 -8.8810 -2.5514
F 4.1354 -8.6553 -0.6972
F 4.3511 -7.3159 -2.4133
O 3.9924 -6.5527 1.0230
C 2.8867 -6.5460 1.8308
C 2.6814 -7.8973 2.5201
F 2.5270 -8.8750 1.6057
F 1.5649 -7.8380 3.2757
F 1.7885 -6.1447 1.1745
F 3.1181 -5.6412 2.8107
H 4.8849 -5.9827 -0.6487
H 3.2096 -5.5042 -0.5960
H 1.8200 -6.9384 -2.3036
H 3.5398 -8.1298 3.1533
C 2.4955 2.0751 -7.9398
C 2.6976 1.3153 -9.2599
C 3.0408 2.1342 -10.5062
F 2.0450 2.9855 -10.8222
F 3.2132 1.2880 -11.5476
F 1.6302 0.5285 -9.5053
F 3.7718 0.4981 -9.0612
O 1.1656 2.3413 -7.5375
C 0.4953 3.4572 -7.9407
C -0.7566 3.1039 -8.7483
F -0.4239 2.4024 -9.8457
F -1.3614 4.2485 -9.1352
F 1.2864 4.3206 -8.5970
F 0.0714 4.0947 -6.8151
H 2.8653 1.3964 -7.1732
H 3.1222 2.9655 -7.8870
H 3.9666 2.6963 -10.3562
H -1.4458 2.5136 -8.1403

Net charge   -1
2S+1   1


Below is one molecule with the formula C23H26N2O7S, with properties calculated with ωB97M-V/def2-TZVPD.

Geometry (Å):
O -0.5770 -3.8813 0.6799
C -0.3348 -2.7063 0.8452
N -1.0216 -1.6925 0.3020
H -0.7512 -0.7352 0.4926
C -2.2587 -1.8581 -0.4409
C -3.2280 -0.7870 0.0010
C -3.3146 -0.4843 1.3579
C -4.1527 0.5160 1.8149
C -4.9237 1.2269 0.9098
C -4.8540 0.9194 -0.4350
C -4.0140 -0.0836 -0.9075
C -3.9481 -0.3547 -2.3812
C -3.3289 -1.7135 -2.6829
C -1.9995 -1.8092 -1.9475
H -1.4401 -2.6971 -2.2458
H -1.4105 -0.9188 -2.1741
H -3.9955 -2.5137 -2.3523
H -3.1760 -1.8217 -3.7576
H -3.3227 0.4262 -2.8243
H -4.9465 -0.2757 -2.8175
H -5.4580 1.4699 -1.1419
H -5.5801 2.0125 1.2539
H -4.2077 0.7368 2.8712
H -2.7189 -1.0483 2.0625
H -2.6488 -2.8503 -0.1738
C 0.8238 -2.2304 1.7378
H 1.0741 -3.0234 2.4473
H 1.7028 -1.9953 1.1280
O 0.4001 -1.0736 2.4543
C 1.1676 0.0130 2.4652
O 2.2827 0.0685 2.0177
C 0.3999 1.1726 3.0654
H -0.4846 0.7864 3.5700
H 1.0315 1.7126 3.7695
C -0.0009 2.1190 1.9232
N -0.6670 1.3988 0.8543
S -0.3445 2.0270 -0.6820
O -1.1924 1.3063 -1.5843
O -0.4305 3.4589 -0.6630
C 1.3497 1.5188 -0.8475
C 1.6123 0.1727 -0.9847
C 2.9243 -0.2758 -0.9356
C 3.9624 0.6493 -0.7412
C 3.6749 2.0082 -0.6698
C 2.3658 2.4463 -0.7151
H 2.1149 3.4920 -0.6392
H 4.4950 2.6963 -0.5449
O 5.2575 0.2521 -0.6102
C 5.3912 -1.1234 -0.3136
C 4.5131 -1.9456 -1.2541
H 4.6013 -3.0143 -1.0546
O 3.1533 -1.6149 -1.0574
H 4.7992 -1.7386 -2.2939
H 6.4470 -1.3658 -0.4381
H 5.0837 -1.3064 0.7239
H 0.8127 -0.5343 -1.1281
H -1.6639 1.2812 0.9958
H -0.6179 2.9354 2.3131
H 0.9029 2.5506 1.4884

Energy above the lowest of the compared OMol25 structures with the same formula, charge and spin   0.000 eV
SMILES   O=C(COC(=O)CCNS(=O)(=O)c1ccc2c(c1)OCCO2)N[C@@H]1CCCc2ccccc21
2S+1   1


no.,HOMO-LUMO gap (eV),calculated total energy (eV)
1,5.85,-188188.1559
2,9.47,-52421.8284